[1]
108
Properties=species:S:1:pos:R:3:forces:R:3:lowdin_charge:R:1 method="wB97M-V/def2-TZVPD" homo_energy_ev=-12.0 total_energy_ha=-3073.27449 fmax_ha_per_bohr=0.04271 charge=+1 orbital_gap_ev=7.7
N 5.31442 -4.54855 0.24907 0.19 0.04 -0.66 0.23
C 4.79812 -3.44463 0.77881 0.89 0.54 0.86 -0.46
N 4.07297 -2.50534 0.15976 -1.63 -1.47 0.16 0.14
C 3.37677 -1.71442 1.24285 -0.04 -0.18 -0.09 -0.11
C 3.56760 -2.65184 2.42299 1.35 1.10 -0.56 -0.13
N 4.93877 -3.17579 2.10736 -0.53 -1.49 0.44 -0.15
P 6.23853 -2.00940 2.44921 0.50 1.94 0.64 0.85
O 7.46214 -2.60458 1.57304 -0.37 -0.49 0.03 -0.22
O 6.57489 -2.31715 3.99755 -0.72 -0.88 -0.70 -0.22
H 5.04545 -5.42116 0.67064 0.76 -0.11 0.46 0.14
H 5.97143 -4.54360 -0.51469 -0.50 -0.04 -0.50 0.14
H 3.38070 -3.01405 -0.39116 0.29 0.65 -1.03 0.16
H 3.86426 -0.75805 1.28756 -0.07 0.41 0.31 0.11
H 2.31554 -1.64554 1.05770 -0.15 0.39 -0.58 0.12
H 3.54805 -2.22898 3.41423 -0.37 0.09 0.23 0.13
H 2.88625 -3.46573 2.23264 -0.31 -0.40 0.79 0.13
H 7.86591 -1.85357 1.11294 0.14 -0.18 -0.01 0.07
H 6.16286 -3.15475 4.27046 0.47 0.01 0.34 0.08
C 1.33145 2.92777 -2.76668 0.15 -0.17 0.19 -0.05
C 1.74875 2.41563 -4.12891 -0.40 0.32 0.04 -0.19
O 2.98199 1.67090 -4.06700 0.04 -0.08 -0.09 0.05
C 2.88674 0.43687 -3.60135 0.04 0.27 0.07 -0.61
O 1.88272 -0.12327 -3.23844 -0.17 -0.08 0.07 0.11
O 4.10991 -0.10333 -3.56867 0.01 -0.09 -0.03 0.02
C 4.12178 -1.41140 -3.00726 0.19 -0.26 -0.04 -0.05
H 2.13914 3.50204 -2.31115 -0.02 0.10 -0.08 0.09
H 0.45066 3.56365 -2.85148 0.01 0.02 -0.04 0.08
H 1.09511 2.10605 -2.09080 -0.08 -0.03 -0.06 0.06
H 1.94615 3.25258 -4.79423 0.22 -0.08 -0.04 0.13
H 0.96909 1.80851 -4.58690 0.07 -0.15 0.07 0.13
H 3.41595 -2.06561 -3.51575 -0.07 0.04 0.03 0.10
H 3.89377 -1.36066 -1.94403 -0.10 0.07 -0.11 0.06
H 5.12260 -1.81635 -3.13560 0.07 0.19 -0.11 0.10
C -1.53791 -1.35981 -1.41719 -0.25 -0.06 0.16 -0.05
C -0.46598 -0.71824 -0.56385 0.11 -0.14 -0.46 -0.21
O -1.01955 0.20545 0.38240 0.21 0.08 0.00 0.03
C -1.59407 -0.33108 1.45748 -0.20 0.16 -0.06 -0.62
O -1.66890 -1.50685 1.71217 0.14 -0.07 0.01 0.11
O -2.08269 0.66141 2.19498 0.04 -0.02 0.05 0.01
C -2.81754 0.22580 3.34334 -0.25 0.01 0.38 -0.02
H -2.15203 -0.59534 -1.89341 0.11 0.03 -0.09 0.09
H -1.08874 -1.98396 -2.18922 0.04 0.05 -0.03 0.08
H -2.20063 -1.98158 -0.81605 0.07 -0.06 0.03 0.07
H 0.20224 -0.13356 -1.19406 -0.03 0.14 0.10 0.10
H 0.13757 -1.46954 -0.04877 -0.15 -0.03 0.15 0.10
H -2.22832 -0.45946 3.94782 -0.01 -0.10 -0.09 0.10
H -3.74766 -0.24566 3.03058 0.06 -0.13 0.01 0.09
H -3.05700 1.09845 3.94366 0.12 0.17 -0.19 0.10
C -2.69994 5.12820 7.40442 0.15 -0.19 0.17 -0.07
C -3.96156 4.48713 6.86777 0.05 0.47 -0.03 -0.21
O -3.85884 3.05382 6.83824 -0.07 -0.11 -0.12 0.03
C -4.00484 2.44722 8.01577 0.12 0.02 -0.07 -0.61
O -4.22132 2.98389 9.06794 -0.06 0.03 0.09 0.13
O -3.85300 1.13279 7.83018 0.00 -0.01 -0.05 0.00
C -3.89170 0.36820 9.03793 -0.03 -0.23 0.11 -0.04
H -1.82931 4.78641 6.84273 -0.03 0.08 -0.10 0.08
H -2.76345 6.21342 7.33166 -0.03 0.00 -0.05 0.08
H -2.53819 4.86419 8.44847 -0.09 0.04 0.03 0.07
H -4.12098 4.79155 5.83524 -0.02 -0.21 -0.07 0.12
H -4.83862 4.78782 7.43930 0.02 -0.13 0.11 0.13
H -4.79242 0.58116 9.60809 0.03 0.11 0.03 0.10
H -3.00724 0.57024 9.63992 -0.06 0.09 0.06 0.10
H -3.89375 -0.67847 8.74768 0.02 0.04 -0.16 0.09
C -5.36150 -2.84735 1.42667 -0.21 -0.13 0.05 -0.06
C -5.39584 -1.52430 0.69150 0.31 -0.18 0.34 -0.22
O -6.36750 -1.53861 -0.36093 0.11 0.14 -0.11 0.04
C -7.63542 -1.40199 0.03227 -0.02 -0.04 -0.08 -0.61
O -8.01289 -1.25073 1.16389 0.00 0.03 0.07 0.13
O -8.41105 -1.46424 -1.04816 0.01 0.01 -0.02 0.01
C -9.81334 -1.41026 -0.77013 -0.24 0.02 -0.07 -0.04
H -5.20870 -3.66856 0.72520 0.13 0.04 -0.02 0.08
H -4.55712 -2.85485 2.16302 0.05 0.02 -0.05 0.07
H -6.30218 -3.03317 1.94281 0.00 0.09 0.05 0.08
H -4.43131 -1.34990 0.21602 -0.12 0.05 -0.24 0.11
H -5.58376 -0.69210 1.37078 -0.19 -0.01 -0.03 0.12
H -10.05968 -0.54000 -0.16678 0.06 -0.04 0.09 0.10
H -10.13188 -2.32099 -0.26607 0.02 0.04 0.10 0.10
H -10.32104 -1.33598 -1.72699 0.15 -0.02 -0.08 0.09
C 6.39034 -7.29561 -5.56086 -0.26 0.09 -0.03 -0.07
C 7.37957 -6.30544 -6.13859 0.14 -0.30 0.29 -0.21
O 6.80290 -5.54048 -7.20545 0.08 0.05 -0.02 0.05
C 5.98758 -4.55621 -6.84062 -0.04 -0.09 -0.14 -0.61
O 5.70790 -4.24223 -5.70938 0.01 0.04 0.15 0.10
O 5.52222 -3.97736 -7.94318 -0.01 0.05 0.01 0.02
C 4.56201 -2.94310 -7.71468 -0.13 0.18 -0.07 -0.03
H 5.97838 -7.92694 -6.34818 0.11 -0.07 -0.01 0.09
H 6.87491 -7.92934 -4.81791 0.05 -0.01 -0.04 0.08
H 5.55456 -6.78428 -5.08409 0.05 0.05 0.04 0.07
H 8.22010 -6.83681 -6.57936 -0.03 0.10 -0.19 0.12
H 7.77714 -5.63946 -5.37289 -0.12 0.11 -0.02 0.12
H 4.94750 -2.19574 -7.02467 0.01 -0.06 0.08 0.09
H 3.63500 -3.36860 -7.33319 0.03 0.01 0.09 0.10
H 4.36987 -2.47478 -8.67485 0.09 -0.12 -0.08 0.10
C -0.92919 9.04515 -1.69228 0.15 -0.19 0.17 -0.07
C -2.19858 8.39420 -2.19793 0.04 0.46 -0.04 -0.21
O -2.10607 6.96037 -2.17725 -0.05 -0.06 -0.07 0.04
C -2.25112 6.39463 -0.98143 0.04 0.03 -0.09 -0.61
O -2.46625 6.96384 0.05539 -0.02 0.00 0.07 0.13
O -2.11232 5.07432 -1.12938 0.01 -0.07 -0.02 0.00
C -2.16581 4.33877 0.09488 -0.01 -0.25 0.12 -0.04
H -0.06475 8.67766 -2.24701 -0.03 0.07 -0.11 0.08
H -0.98577 10.12757 -1.80297 -0.03 0.00 -0.05 0.08
H -0.76238 8.81711 -0.64048 -0.09 0.04 0.03 0.07
H -2.36382 8.66244 -3.23934 -0.01 -0.22 -0.06 0.12
H -3.06997 8.72103 -1.63191 0.02 -0.12 0.12 0.12
H -3.06777 4.57159 0.65576 0.03 0.12 0.02 0.10
H -1.28217 4.54702 0.69656 -0.06 0.09 0.07 0.10
H -2.17492 3.28381 -0.16571 0.03 0.04 -0.17 0.09

---

[2]
45
Properties=species:S:1:pos:R:3:forces:R:3:lowdin_charge:R:1 method="wB97M-V/def2-TZVPD" homo_energy_ev=-3.6 total_energy_ha=-1258.98859 fmax_ha_per_bohr=0.13167 charge=-1 orbital_gap_ev=5.7 de_lowest_ev=2.343
C 3.17662 -2.92511 -1.34384 0.08 -0.04 -0.08 0.02
C 3.45843 -2.56156 0.10402 0.02 0.47 0.78 -0.53
C 4.74174 -3.21578 0.62343 -0.32 0.24 -0.03 0.01
O 3.62199 -1.13215 0.26919 -0.21 -0.89 -0.48 0.06
C 2.49985 -0.41620 -0.09830 -0.51 1.32 -0.30 -0.39
O 2.60303 0.61047 -0.73286 0.43 -1.30 0.63 0.12
C 1.19012 -0.98824 0.30593 0.90 -0.89 0.41 -0.04
C 0.06097 -0.25722 0.14152 -0.07 -3.78 1.54 0.04
C -1.22839 -0.90156 0.02585 -1.04 -1.00 0.21 -0.17
C -1.34091 -2.17373 -0.60951 -0.15 0.63 0.12 -0.02
C -2.56462 -2.82469 -0.70923 0.11 0.19 0.09 -0.09
C -3.72561 -2.22944 -0.19663 0.29 0.27 0.03 -0.10
C -3.64594 -0.96275 0.39675 0.02 -0.28 -0.04 -0.09
C -2.41922 -0.31420 0.51951 0.61 -0.06 -0.13 -0.02
C 1.23189 -2.29354 1.05106 -0.81 -0.11 -0.34 -0.40
O 0.33450 -2.71180 1.75006 0.98 0.13 -0.41 0.11
O 2.39310 -3.01787 0.96824 0.27 0.11 -0.12 0.06
H 2.26096 -2.44483 -1.70987 0.21 -0.11 0.05 0.10
H 4.02838 -2.60628 -1.95775 -0.27 -0.01 0.09 0.10
H 3.07744 -4.01446 -1.42308 -0.06 0.24 0.01 0.10
H 4.89922 -2.94474 1.67111 -0.08 -0.02 -0.18 0.09
H 4.66091 -4.30294 0.54191 -0.04 0.14 0.01 0.09
H 5.59609 -2.87360 0.03375 -0.15 -0.01 0.04 0.09
H 0.13894 0.89055 0.27729 -0.11 -1.09 -0.95 0.02
H -0.43697 -2.63247 -1.01988 -0.34 0.15 0.10 0.11
H -2.60419 -3.80822 -1.18054 -0.07 0.26 0.13 0.10
H -4.68065 -2.75290 -0.26013 0.23 0.19 -0.03 0.09
H -4.54698 -0.47661 0.77495 0.24 -0.17 -0.06 0.10
H -2.34617 0.64981 1.03177 -0.14 -0.30 -0.25 0.11
C 0.14474 2.07493 -0.32696 0.15 6.60 -1.51 -0.32
C 1.37326 2.76996 0.01039 0.98 0.87 0.50 -0.27
N 2.31332 3.38215 0.33928 -1.29 -0.92 -0.30 0.13
C -1.01787 2.93776 0.11657 0.19 -0.20 0.00 -0.20
C -2.22985 2.91621 -0.59798 -0.17 0.34 0.15 -0.07
C -3.23392 3.84589 -0.31460 0.33 -0.23 0.16 -0.10
C -3.06082 4.77550 0.71476 -0.08 0.07 0.02 -0.13
C -1.90660 4.73136 1.50209 0.05 -0.40 -0.16 -0.10
C -0.90473 3.79503 1.23251 -0.30 0.10 -0.13 -0.04
C 0.11748 1.91589 -1.76928 0.05 -0.81 -1.01 -0.24
N 0.08528 1.73389 -2.92295 -0.06 0.18 1.64 0.14
H -2.36707 2.18648 -1.40090 0.10 0.35 0.18 0.11
H -4.14372 3.84375 -0.91696 0.20 0.04 0.19 0.09
H -3.82707 5.52878 0.90659 0.19 -0.21 -0.03 0.09
H -1.76821 5.43654 2.32382 -0.10 -0.20 -0.20 0.09
H -0.00875 3.75793 1.85888 -0.25 0.11 -0.36 0.10